1.
A structure of composition C30H39CrN3O in a non-equilibrium geometry, computed with ωB97M-V/def2-TZVPD.

Calculated values
gap between HOMO and LUMO (alpha / beta): 2.03 / 4.43 eV
E_LUMO (alpha / beta): 2.37 / 2.36 eV
HOMO energy (alpha / beta): 0.335 / -2.074 eV
spin multiplicity: 4
total charge: -1

Geometry as XYZ:
```
74
C30H39CrN3O ωB97M-V/def2-TZVPD
Cr -0.628 0.606 0.598
N -2.692 2.614 -0.739
N -1.586 -0.749 -1.300
C 0.447 -0.042 2.248
C -0.933 -0.485 2.348
C -1.773 0.685 2.365
C -3.268 0.714 2.507
H -3.709 -0.280 2.322
H -3.723 1.426 1.796
H -3.545 1.013 3.536
C -0.940 1.846 2.246
C -1.420 3.269 2.251
H -1.457 3.675 3.281
H -2.431 3.341 1.818
H -0.754 3.919 1.658
C 0.441 1.392 2.196
C 1.654 2.279 2.172
H 1.459 3.219 1.632
H 2.505 1.780 1.681
H 1.965 2.539 3.202
C -1.393 -1.908 2.490
H -2.029 -2.039 3.386
H -0.534 -2.591 2.591
H -1.981 -2.234 1.615
C 1.664 -0.919 2.318
H 2.406 -0.643 1.553
H 1.412 -1.980 2.161
H 2.154 -0.833 3.309
C -3.099 3.703 -1.405
H -2.906 4.667 -0.913
C -3.743 3.665 -2.650
H -4.058 4.588 -3.146
C -3.965 2.406 -3.231
H -4.462 2.320 -4.203
C -3.539 1.262 -2.556
H -3.679 0.268 -2.993
C -2.896 1.397 -1.302
C -2.348 0.254 -0.549
H -3.116 -0.227 0.074
C -0.396 -0.839 -0.663
C -1.714 -1.678 -2.328
H -2.592 -1.755 -2.967
C -0.539 -2.385 -2.324
H -0.186 -3.193 -2.962
N 0.264 -1.867 -1.288
C 1.545 -2.389 -0.902
C 1.592 -3.492 -0.022
C 2.854 -3.962 0.379
H 2.904 -4.809 1.074
C 4.045 -3.367 -0.068
C 5.393 -3.902 0.361
H 5.895 -3.211 1.059
H 6.061 -4.029 -0.512
H 5.297 -4.885 0.852
C 3.953 -2.271 -0.944
H 4.871 -1.791 -1.303
C 2.717 -1.763 -1.377
C 2.656 -0.561 -2.286
H 2.205 -0.808 -3.261
H 3.663 -0.145 -2.453
H 2.023 0.227 -1.842
C 0.331 -4.143 0.499
H 0.065 -5.041 -0.088
H -0.530 -3.457 0.442
H 0.463 -4.458 1.547
C 0.209 3.837 -1.602
C 0.288 2.317 -1.616
O 0.598 1.870 -0.317
H -0.540 4.186 -0.868
H -0.054 4.214 -2.612
H 1.193 4.259 -1.303
H -0.616 1.846 -2.002
H 1.079 2.053 -2.348
H 1.502 1.477 -0.323
```

2.
A structure of composition C30H39FeN5PSSe2 in a non-equilibrium geometry, computed with ωB97M-V/def2-TZVPD.

Calculated values
gap between HOMO and LUMO: 8.12 eV
E_LUMO: -1.92 eV
HOMO energy: -10.036 eV
total charge: +1

Geometry as XYZ:
```
79
C30H39FeN5PSSe2 ωB97M-V/def2-TZVPD
Fe -0.949 1.324 -0.225
C -1.233 3.088 2.247
C 0.257 2.950 1.966
N 0.507 2.593 0.565
C 0.777 3.710 -0.342
C -0.469 4.529 -0.660
S -1.840 3.454 -1.209
C -3.141 3.782 0.039
C -3.315 2.642 1.046
N -2.010 2.125 1.443
H -1.420 2.918 3.309
H -1.583 4.096 2.032
H 0.774 3.877 2.231
H 0.682 2.151 2.573
H 1.305 1.946 0.565
H 1.542 4.374 0.073
H 1.175 3.293 -1.267
H -0.806 5.118 0.192
H -0.253 5.225 -1.469
H -2.889 4.725 0.518
H -4.075 3.960 -0.496
H -3.918 2.993 1.891
H -3.852 1.814 0.595
H -2.105 1.262 1.975
Se -0.872 -0.759 1.075
P 1.201 -1.097 1.785
Se 2.756 0.100 0.944
C 1.578 -2.842 1.440
C 1.450 -3.286 0.125
C 1.815 -4.575 -0.221
C 2.320 -5.435 0.748
C 2.461 -4.995 2.054
C 2.096 -3.700 2.402
C 1.098 -0.963 3.593
C 1.840 -0.009 4.277
C 1.683 0.140 5.650
C 0.788 -0.664 6.338
C 0.044 -1.621 5.655
C 0.192 -1.766 4.287
H 1.070 -2.606 -0.628
H 1.713 -4.910 -1.246
H 2.609 -6.443 0.481
H 2.864 -5.657 2.809
H 2.226 -3.368 3.423
H 2.554 0.598 3.732
H 2.268 0.879 6.182
H 0.669 -0.551 7.408
H -0.652 -2.252 6.192
H -0.402 -2.501 3.756
N -4.358 -0.107 -2.413
C -3.637 0.799 -1.725
N -2.419 0.400 -1.449
C -2.335 -0.888 -2.013
C -1.284 -1.807 -2.060
C -1.500 -3.005 -2.704
C -2.734 -3.310 -3.303
C -3.782 -2.418 -3.271
C -3.549 -1.210 -2.619
H -5.300 0.023 -2.738
H -4.050 1.768 -1.499
H -0.349 -1.591 -1.571
H -0.706 -3.740 -2.737
H -2.863 -4.266 -3.794
H -4.735 -2.645 -3.729
C 1.613 0.323 -4.780
C 2.205 0.215 -3.368
C 2.609 -1.233 -3.052
C 3.404 1.158 -3.191
C 1.169 0.606 -2.397
N 0.370 0.844 -1.613
H 2.378 0.038 -5.503
H 1.295 1.343 -5.000
H 0.759 -0.345 -4.898
H 3.340 -1.558 -3.794
H 1.748 -1.901 -3.106
H 3.057 -1.309 -2.060
H 4.202 0.839 -3.861
H 3.778 1.124 -2.167
H 3.139 2.186 -3.441
```

3.
A structure of composition C30H39Ge2N3O8S3W, computed with ωB97M-V/def2-TZVPD.

Calculated values
gap between HOMO and LUMO (alpha / beta): 6.38 / 6.38 eV
E_LUMO (alpha / beta): -2.02 / -2.01 eV
HOMO energy (alpha / beta): -8.392 / -8.391 eV

Geometry as XYZ:
```
86
C30H39Ge2N3O8S3W ωB97M-V/def2-TZVPD
W 0.531 0.401 -0.204
O -0.074 -3.666 0.644
C -0.060 -2.604 0.066
O 0.552 -1.542 0.520
C -0.677 -2.533 -1.324
C -0.798 -3.729 -2.013
C -1.223 -3.716 -3.325
C -1.533 -2.550 -3.989
C -1.413 -1.360 -3.295
C -1.013 -1.337 -1.962
O -0.900 -0.202 -1.227
N -1.677 -0.120 -4.061
O -1.138 0.903 -3.685
O -2.380 -0.221 -5.042
N -1.311 -4.988 -4.066
O -1.058 -6.005 -3.460
O -1.627 -4.928 -5.237
H -0.539 -4.650 -1.511
H -1.853 -2.551 -5.019
C -2.481 2.901 -0.952
C -1.253 3.723 -0.564
Ge -0.105 2.855 0.786
C 1.434 4.001 1.268
C 1.053 5.478 1.155
C -1.165 2.818 2.412
C -1.486 1.676 3.018
Ge -0.740 0.042 2.201
C -2.297 -1.097 1.701
C -2.551 -2.396 2.465
C 0.677 -0.679 3.381
C 0.396 -1.974 4.143
C -2.306 1.607 4.255
C -2.404 0.412 4.962
C -3.153 0.313 6.128
C -3.832 1.418 6.608
C -3.756 2.620 5.910
C -3.006 2.712 4.752
H -3.188 3.493 -1.536
H -3.010 2.533 -0.068
H -2.208 2.038 -1.560
H -1.564 4.668 -0.110
H -0.660 3.977 -1.446
H 2.313 3.799 0.661
H 1.685 3.752 2.301
H 0.841 5.756 0.121
H 1.863 6.121 1.507
H 0.168 5.720 1.748
H -1.470 3.776 2.834
H -2.240 -1.309 0.632
H -3.148 -0.419 1.819
H -1.714 -3.086 2.386
H -3.432 -2.901 2.061
H -2.746 -2.217 3.523
H 0.936 0.136 4.061
H 1.543 -0.851 2.743
H -0.474 -1.907 4.796
H 1.249 -2.225 4.777
H 0.242 -2.805 3.454
H -1.877 -0.463 4.605
H -3.203 -0.630 6.657
H -4.419 1.348 7.514
H -4.291 3.489 6.272
H -2.977 3.654 4.222
S 4.625 2.277 -0.718
C 3.121 1.669 -0.572
S 2.736 0.412 0.615
S 1.757 2.171 -1.495
O 1.641 -0.926 -1.897
C 1.912 -1.208 -3.062
C 1.957 -0.218 -4.184
C 3.457 -0.130 -4.588
C 4.473 -0.447 -3.465
C 4.791 -1.938 -3.231
C 3.653 -2.752 -2.611
N 2.410 -2.450 -3.352
H 1.580 0.735 -3.827
H 1.350 -0.542 -5.033
H 3.638 0.879 -4.956
H 3.649 -0.802 -5.430
H 4.154 0.020 -2.529
H 5.410 0.045 -3.728
H 5.670 -2.019 -2.589
H 5.068 -2.389 -4.192
H 3.483 -2.481 -1.571
H 3.849 -3.822 -2.655
H 2.559 -2.562 -4.347
```

4.
A structure of composition C30H39HgN3OS in a non-equilibrium geometry, computed with ωB97M-V/def2-TZVPD.

Calculated values
gap between HOMO and LUMO (alpha / beta): 1.43 / 2.99 eV
E_LUMO (alpha / beta): 3.84 / 4.13 eV
HOMO energy (alpha / beta): 2.404 / 1.138 eV
total charge: -2

Geometry as XYZ:
```
75
C30H39HgN3OS ωB97M-V/def2-TZVPD
Hg -0.432 0.035 -0.164
N -0.667 -1.813 3.763
N 0.200 1.428 2.360
C -1.929 -0.615 -1.650
C -2.924 -0.491 -0.591
C -2.890 -1.677 0.183
C -3.598 -1.892 1.467
H -4.254 -1.043 1.692
H -2.892 -1.986 2.310
H -4.214 -2.802 1.432
C -1.950 -2.573 -0.396
C -1.651 -3.936 0.101
H -2.372 -4.667 -0.298
H -1.700 -3.981 1.199
H -0.644 -4.260 -0.194
C -1.358 -1.949 -1.524
C -0.515 -2.592 -2.561
H 0.226 -3.276 -2.124
H 0.033 -1.851 -3.158
H -1.147 -3.174 -3.254
C -3.819 0.678 -0.411
H -4.807 0.518 -0.875
H -3.388 1.584 -0.859
H -3.984 0.895 0.654
C -1.865 0.256 -2.865
H -0.907 0.141 -3.391
H -1.943 1.320 -2.595
H -2.682 0.017 -3.568
C -0.168 -2.916 4.322
H -0.875 -3.728 4.520
C 1.185 -3.069 4.670
H 1.506 -3.998 5.149
C 2.075 -2.026 4.383
H 3.134 -2.120 4.630
C 1.578 -0.867 3.796
H 2.217 -0.020 3.572
C 0.174 -0.770 3.528
C -0.447 0.389 3.042
H -1.531 0.490 3.137
C 0.541 1.366 1.023
C 0.463 2.724 2.840
H 0.315 2.985 3.871
C 0.798 3.475 1.782
H 1.030 4.527 1.720
N 0.756 2.659 0.647
C 0.781 3.100 -0.717
C -0.168 4.038 -1.154
C -0.166 4.416 -2.503
H -0.883 5.163 -2.853
C 0.735 3.858 -3.413
C 0.825 4.370 -4.816
H 1.026 3.562 -5.524
H 1.636 5.100 -4.923
H -0.100 4.868 -5.112
C 1.572 2.827 -2.975
H 2.208 2.314 -3.699
C 1.645 2.470 -1.626
C 2.595 1.391 -1.219
H 3.101 1.586 -0.266
H 3.364 1.295 -1.998
H 2.105 0.407 -1.148
C -1.242 4.544 -0.241
H -0.843 5.157 0.580
H -1.841 3.729 0.200
H -1.938 5.172 -0.813
C 2.387 -3.862 1.220
S 2.921 -2.223 0.735
C 4.093 -2.589 -0.576
O 1.715 -1.639 0.039
H 3.118 -4.253 1.937
H 2.307 -4.496 0.326
H 1.406 -3.755 1.696
H 3.592 -3.185 -1.350
H 4.438 -1.638 -1.004
H 4.934 -3.124 -0.120
```

5.
The molecule C30H39N5O4S2, computed with ωB97M-V/def2-TZVPD.

Calculated values
gap between HOMO and LUMO: 8.39 eV
E_LUMO: 0.38 eV
HOMO energy: -8.015 eV

Geometry as XYZ:
```
80
C30H39N5O4S2 ωB97M-V/def2-TZVPD
C 6.711 -4.738 -0.883
H 6.782 -4.219 -1.836
C 5.290 -4.666 -0.339
C 4.841 -3.223 -0.124
H 5.516 -2.732 0.580
H 4.890 -2.679 -1.070
C 3.415 -3.150 0.423
N 2.995 -1.785 0.620
C 2.766 -1.251 1.827
O 2.792 -1.905 2.872
C 2.427 0.186 1.834
C 2.063 0.812 3.001
N 2.064 0.245 4.205
H 1.576 0.679 4.971
H 2.291 -0.754 4.190
C 1.563 2.221 2.835
H 1.966 2.901 3.586
S 2.070 2.748 1.178
C 2.382 1.019 0.669
N 2.468 0.632 -0.526
C 2.419 1.437 -1.653
C 3.207 2.580 -1.763
C 3.184 3.336 -2.917
C 2.368 2.976 -3.981
C 1.587 1.834 -3.861
C 1.598 1.049 -2.720
C 0.714 -0.159 -2.628
H 0.906 -0.705 -1.707
H 0.892 -0.820 -3.475
H -0.336 0.138 -2.659
H 0.941 1.546 -4.678
C 2.340 3.783 -5.244
H 2.931 3.291 -6.017
H 2.753 4.776 -5.080
H 1.321 3.881 -5.614
H 3.806 4.217 -2.988
H 3.856 2.855 -0.943
C 0.036 2.101 3.026
O -0.440 2.120 4.138
N -0.616 1.868 1.870
C -1.952 1.523 1.661
C -2.943 1.647 2.629
C -4.242 1.295 2.316
C -4.601 0.792 1.065
C -3.588 0.650 0.124
C -2.288 1.017 0.411
H -1.546 0.919 -0.366
S -3.764 -0.137 -1.492
O -5.084 0.025 -2.026
O -2.653 0.285 -2.297
N -3.545 -1.757 -1.193
C -4.618 -2.450 -0.520
C -4.496 -3.950 -0.784
C -3.131 -4.446 -0.314
C -2.032 -3.646 -1.008
C -2.231 -2.154 -0.748
H -1.512 -1.564 -1.316
H -2.101 -1.943 0.327
H -1.049 -3.948 -0.645
H -2.077 -3.823 -2.083
H -3.020 -5.509 -0.537
H -3.048 -4.318 0.768
H -5.297 -4.476 -0.263
H -4.601 -4.128 -1.854
H -5.551 -2.056 -0.922
H -4.580 -2.264 0.566
C -6.032 0.456 0.790
H -6.202 0.340 -0.275
H -6.312 -0.467 1.297
H -6.675 1.248 1.170
H -5.012 1.414 3.065
H -2.693 2.022 3.608
H -0.050 1.896 1.025
H 2.970 -1.152 -0.176
H 3.354 -3.648 1.394
H 2.725 -3.642 -0.272
H 5.235 -5.205 0.609
H 4.608 -5.155 -1.039
H 7.408 -4.274 -0.189
H 7.012 -5.772 -1.032
```

6.
A cluster of 6 separate species, C30H40BBr2F18NO13 in total in a non-equilibrium geometry, computed with ωB97M-V/def2-TZVPD.

Calculated values
gap between HOMO and LUMO: 9.27 eV
E_LUMO: -0.58 eV
HOMO energy: -9.843 eV

Geometry as XYZ:
```
105
C30H40BBr2F18NO13 ωB97M-V/def2-TZVPD
C 2.660 -0.461 2.568
C 1.116 -1.087 2.717
B 1.189 -2.161 3.961
O 2.152 -1.843 5.063
C 0.344 -3.564 4.102
O 1.157 -4.378 5.065
C 0.285 -4.608 2.813
O 0.880 -4.555 1.616
N -0.673 -5.670 3.394
C -1.514 -5.146 4.567
C -1.291 -3.500 4.381
C -1.842 -2.497 5.556
C -3.392 -1.936 5.274
C -3.516 -1.052 3.900
F -2.180 -0.525 3.447
Br -4.355 -2.289 2.511
C -4.512 0.246 3.988
F -5.797 -0.108 3.337
F -4.749 0.770 5.352
Br -3.781 1.825 2.923
H 2.766 0.264 1.650
H 2.956 0.153 3.523
H 3.363 -1.408 2.480
H 0.779 -1.572 1.691
H 0.403 -0.173 2.949
H 1.724 -1.967 5.961
H 1.828 -4.839 4.466
H -1.168 -6.267 2.697
H -2.638 -5.524 4.619
H -1.114 -5.545 5.619
H -1.711 -3.366 3.274
H -1.113 -1.604 5.819
H -1.930 -3.142 6.546
H -3.703 -1.382 6.257
H -4.096 -2.898 5.207
C -3.080 0.241 -0.296
C -4.185 0.884 -1.112
O -3.766 1.070 -2.472
C -3.861 -0.028 -3.288
O -4.269 -1.124 -2.915
C -3.432 0.321 -4.712
F -2.283 1.056 -4.752
F -4.376 1.059 -5.366
F -3.205 -0.777 -5.486
H -2.154 0.822 -0.374
H -3.366 0.172 0.758
H -2.855 -0.766 -0.659
H -4.406 1.880 -0.708
H -5.114 0.305 -1.064
C 3.584 1.711 -4.714
C 3.662 2.422 -3.376
O 2.669 1.911 -2.474
C 2.986 0.745 -1.825
O 4.043 0.140 -1.982
C 1.868 0.343 -0.863
F 0.628 0.452 -1.421
F 1.850 1.122 0.257
F 1.975 -0.945 -0.430
H 2.570 1.773 -5.125
H 4.284 2.153 -5.429
H 3.820 0.648 -4.611
H 3.447 3.488 -3.514
H 4.663 2.351 -2.937
C -3.396 3.526 -5.011
C -4.376 4.481 -5.665
O -4.928 5.382 -4.693
C -4.155 6.466 -4.367
O -3.047 6.687 -4.850
C -4.880 7.363 -3.365
F -5.462 6.659 -2.352
F -5.881 8.082 -3.951
F -4.058 8.272 -2.769
H -3.869 3.001 -4.173
H -3.035 2.787 -5.732
H -2.534 4.061 -4.604
H -5.215 3.914 -6.086
H -3.914 5.032 -6.492
C 3.061 -5.429 -1.208
C 4.455 -5.556 -0.621
O 4.688 -6.895 -0.160
C 5.053 -7.807 -1.116
O 5.179 -7.537 -2.307
C 5.318 -9.173 -0.484
F 4.357 -9.533 0.416
F 6.501 -9.204 0.194
F 5.375 -10.183 -1.398
H 2.307 -5.762 -0.487
H 2.851 -4.391 -1.486
H 2.948 -6.055 -2.098
H 4.546 -4.899 0.252
H 5.225 -5.248 -1.337
C 1.261 7.287 0.177
C 2.655 7.160 0.764
O 2.888 5.821 1.224
C 3.253 4.908 0.269
O 3.379 5.178 -0.923
C 3.518 3.542 0.901
F 2.557 3.183 1.800
F 4.701 3.511 1.578
F 3.575 2.533 -0.013
H 0.507 6.954 0.898
H 1.051 8.324 -0.102
H 1.148 6.661 -0.713
H 2.746 7.817 1.636
H 3.425 7.467 0.048
```

Number 1: DFT total energy -2450.40618 Eh. Number 2: DFT total energy -8246.40701 Eh. Number 3: DFT total energy -7348.08834 Eh. Number 4: DFT total energy -1957.45087 Eh. Number 5: DFT total energy -2537.77955 Eh. Number 6: DFT total energy -9170.32968 Eh.